[1]
C10H11F7N4O4S3V | wB97M-V/def2-TZVPD

Summary:
- Lowest unoccupied orbital energy (alpha / beta): -8.92 / -8.14 eV
- Calculated total energy: -101896.5585 eV
- Spin multiplicity: 2
- Net charge: +2
- Expectation value of S²: 1.04

The geometry in XYZ format:
```
40
Properties=species:S:1:pos:R:3:mulliken_charge:R:1
V -0.02 -0.42 -0.34 0.611
N 0.68 0.70 1.53 -0.038
N 0.32 0.14 2.80 -0.446
C -0.15 -1.13 2.79 0.741
N -0.56 -1.67 3.91 -0.383
S -0.16 -2.13 1.36 -0.360
H 1.68 0.91 1.47 0.296
H 0.23 1.63 1.50 0.380
H -0.04 0.83 3.46 0.297
H -0.83 -1.10 4.73 0.252
H -1.02 -2.55 3.87 0.256
F -1.27 -0.69 -3.34 -0.227
C -2.42 -1.29 -3.30 0.723
F -2.25 -2.60 -3.47 -0.189
F -3.24 -0.80 -4.21 -0.176
S -3.02 -0.83 -1.53 1.019
O -4.16 -1.44 -0.98 -0.546
O -1.78 -1.18 -0.75 -0.475
N -3.07 0.68 -1.76 -0.425
S -2.08 1.85 -1.51 1.002
O -1.84 2.63 -2.69 -0.540
O -0.88 1.42 -0.69 -0.550
C -3.06 2.85 -0.29 0.602
F -4.23 3.14 -0.82 -0.150
F -3.18 2.11 0.87 -0.208
F -2.38 3.96 -0.08 -0.168
F 4.65 0.51 2.19 -0.269
C 3.82 0.16 1.26 0.308
C 3.42 -1.19 1.15 -0.624
C 2.67 -1.58 0.05 -0.466
C 2.24 -0.59 -0.87 0.491
C 1.34 -1.00 -1.92 -0.616
C 2.62 0.76 -0.75 -0.472
C 3.47 1.09 0.28 -0.683
H 3.74 -1.81 1.94 0.571
H 2.29 -2.63 0.11 0.657
H 1.10 -2.04 -2.11 0.405
H 1.19 -0.24 -2.70 0.444
H 2.26 1.46 -1.48 0.492
H 3.90 2.06 0.33 0.463
```



[2]
C5H12SSi | wB97M-V/def2-TZVPD

Summary:
- Lowest unoccupied orbital energy (alpha / beta): -0.05 / 0.01 eV
- Calculated total energy: -24090.3146 eV
- Spin multiplicity: 1
- ΔE to the lowest compared entry with this formula, charge and spin: 235.1 kJ/mol

The geometry in XYZ format:
```
19
Properties=species:S:1:pos:R:3:mulliken_charge:R:1
C -2.16 1.22 -3.07 -0.729
C -0.54 0.93 -0.90 -0.467
C -0.12 -1.95 0.19 -1.082
C -0.83 0.26 2.17 -1.048
C 2.15 0.45 0.64 -1.255
Si 0.23 -0.08 0.56 0.580
S -2.08 0.81 -1.42 0.102
H -3.12 1.50 -3.37 0.272
H -1.28 1.28 -3.67 0.287
H 0.01 1.57 -1.57 0.362
H -0.01 -2.00 -0.88 0.315
H 0.49 -2.66 0.78 0.312
H -1.16 -2.20 0.37 0.325
H -0.19 -0.14 3.01 0.279
H -1.03 1.26 2.36 0.373
H -1.70 -0.39 2.17 0.283
H 2.94 -0.22 0.40 0.401
H 2.28 1.19 -0.13 0.340
H 2.53 0.86 1.57 0.352
```



[3]
C2H3N2P | wB97M-V/def2-TZVPD

Summary:
- Lowest unoccupied orbital energy (alpha / beta): 0.28 / -2.06 eV
- Calculated total energy: -14384.4831 eV
- Spin multiplicity: 3
- ΔE to the lowest compared entry with this formula, charge and spin: 287.3 kJ/mol
- Expectation value of S²: 2.01

The geometry in XYZ format:
```
8
Properties=species:S:1:pos:R:3:mulliken_charge:R:1
C -1.36 0.34 -0.01 0.323
C -2.34 1.11 0.00 -0.513
N -0.44 -0.63 0.02 -0.033
N 0.91 -0.48 0.03 -0.225
P 1.86 0.89 0.00 -0.103
H -0.76 -1.60 -0.02 0.258
H 1.40 -1.36 0.10 0.253
H 0.74 1.73 -0.13 0.040
```



[4]
C4H6O2 | wB97M-V/def2-TZVPD

Summary:
- Lowest unoccupied orbital energy: 0.76 eV
- Calculated total energy: -8337.9651 eV
- Spin multiplicity: 1
- ΔE to the lowest compared entry with this formula, charge and spin: 240.8 kJ/mol

The geometry in XYZ format:
```
12
Properties=species:S:1:pos:R:3:mulliken_charge:R:1
O 0.56 2.73 0.96 -0.135
C 0.98 1.77 0.52 0.128
C -1.66 0.40 -0.07 -0.636
C -1.52 -0.92 0.02 -0.429
O 1.25 -1.49 -0.93 -0.399
C 1.97 -0.74 -0.33 -0.135
H -1.42 0.93 -0.99 0.303
H -1.95 1.01 0.77 0.279
H -1.69 -1.43 0.95 0.230
H -1.17 -1.53 -0.81 0.249
H 2.60 -0.02 -0.86 0.275
H 2.04 -0.71 0.77 0.271
```



[5]
C34H35F4N8NaO4S | wB97M-V/def2-TZVPD

Summary:
- Lowest unoccupied orbital energy: 3.19 eV
- Calculated total energy: -82061.9836 eV
- Spin multiplicity: 1
- ΔE to the lowest compared entry with this formula, charge and spin: 0.0 kJ/mol
- Net charge: -2

The geometry in XYZ format:
```
87
Properties=species:S:1:pos:R:3:mulliken_charge:R:1
Na 0.04 -0.40 -0.16 0.964
C 0.97 2.97 -0.05 -1.269
N -0.44 2.68 -0.13 0.795
C -1.23 3.81 0.30 -1.197
C -0.80 2.19 -1.45 0.308
C -2.17 1.51 -1.50 -1.473
N -2.14 0.37 -0.61 0.324
C -3.21 -0.09 0.00 0.202
C -3.04 -1.20 0.90 -0.291
F -1.79 -1.72 1.02 -0.377
C -4.05 -1.76 1.64 0.394
F -3.75 -2.79 2.46 -0.338
C -5.36 -1.30 1.57 -0.812
C -5.57 -0.25 0.70 0.317
F -6.83 0.25 0.56 -0.359
C -4.57 0.33 -0.05 0.258
F -4.93 1.35 -0.89 -0.373
H 1.25 3.84 -0.69 0.409
H 1.56 2.11 -0.39 0.134
H 1.26 3.20 0.98 0.461
H -1.05 4.70 -0.33 0.350
H -0.98 4.07 1.33 0.322
H -2.29 3.58 0.26 0.279
H -0.03 1.47 -1.73 -0.375
H -0.76 3.01 -2.19 0.272
H -2.31 1.20 -2.55 0.228
H -2.95 2.24 -1.30 0.414
H -6.16 -1.74 2.15 0.470
O 1.85 -6.63 -2.90 -0.733
C 0.73 -6.14 -3.16 0.413
O -0.27 -6.69 -3.67 -0.756
C 0.51 -4.71 -2.64 0.240
C -0.70 -4.05 -2.87 -0.960
C -0.86 -2.75 -2.41 -0.430
N 0.09 -2.08 -1.75 0.073
C 1.25 -2.72 -1.51 0.706
C 1.48 -4.02 -1.93 -0.605
C 2.31 -1.94 -0.69 -0.086
O 3.32 -2.56 -0.33 -0.832
O 2.03 -0.72 -0.43 -0.475
H -1.48 -4.57 -3.40 0.428
H -1.79 -2.21 -2.56 0.522
H 2.43 -4.49 -1.72 0.583
C 0.83 3.30 -4.42 -1.128
N 1.47 2.08 -3.95 0.317
C 0.67 0.87 -4.13 -0.846
C 2.74 2.02 -3.48 0.013
S 3.49 0.63 -3.05 -0.215
N 3.37 3.31 -3.44 0.149
C 4.19 3.49 -4.64 -1.051
C 4.15 3.54 -2.22 -0.808
H -0.21 3.29 -4.12 0.484
H 0.87 3.37 -5.52 0.263
H 1.33 4.17 -4.00 0.341
H 0.64 0.59 -5.19 0.340
H -0.35 1.07 -3.79 0.144
H 1.09 0.05 -3.56 0.130
H 3.58 3.34 -5.53 0.297
H 5.03 2.79 -4.67 0.310
H 4.57 4.52 -4.66 0.386
H 3.49 3.76 -1.39 0.106
H 4.79 4.41 -2.40 0.313
H 4.78 2.69 -1.97 0.403
N 0.99 0.56 7.33 0.052
C 1.76 0.67 8.47 0.643
C 1.44 0.70 9.83 -1.031
C 2.49 0.84 10.71 -0.376
C 3.82 0.95 10.26 -0.463
C 4.12 0.92 8.91 -0.692
C 3.07 0.78 8.00 0.510
N 3.09 0.73 6.61 -0.688
C 1.85 0.59 6.26 0.027
C 1.36 0.48 4.86 1.222
C 0.00 0.45 4.57 -0.917
C -0.39 0.35 3.24 -0.662
N 0.49 0.29 2.25 0.167
C 1.79 0.30 2.53 -0.532
C 2.27 0.41 3.83 -0.869
H 0.00 0.42 7.28 0.153
H 0.42 0.61 10.18 0.373
H 2.29 0.86 11.78 0.363
H 4.62 1.05 10.98 0.366
H 5.14 1.01 8.55 0.424
H -0.76 0.50 5.34 0.212
H -1.44 0.32 2.97 0.481
H 2.46 0.18 1.67 0.675
H 3.33 0.41 4.03 0.489
```



[6]
C3H4LiO3Zn | wB97M-V/def2-TZVPD

Summary:
- Lowest unoccupied orbital energy (alpha / beta): -11.06 / -11.10 eV
- Calculated total energy: -57918.5290 eV
- Spin multiplicity: 2
- ΔE to the lowest compared entry with this formula, charge and spin: 343.7 kJ/mol
- Net charge: +2
- Expectation value of S²: 0.82

The geometry in XYZ format:
```
12
Properties=species:S:1:pos:R:3:mulliken_charge:R:1
O -0.24 0.72 -1.00 -0.464
C -0.99 0.50 0.10 0.200
C -1.82 -0.68 -0.11 -0.738
H 0.30 0.26 1.11 0.145
H -1.59 1.36 0.44 0.365
H -1.88 -1.08 -1.13 0.423
H -2.38 -1.11 0.72 0.315
Zn 1.15 1.85 -1.14 0.924
O 2.27 1.10 0.27 -0.417
C 2.00 0.09 0.90 0.749
O 2.20 -1.08 0.69 -0.476
Li 1.00 -1.93 -0.86 0.973
```



[7]
C10H13O2 | wB97M-V/def2-TZVPD

Summary:
- Lowest unoccupied orbital energy: 3.40 eV
- Calculated total energy: -14675.5899 eV
- Spin multiplicity: 1
- ΔE to the lowest compared entry with this formula, charge and spin: 194.5 kJ/mol
- Net charge: -1

The geometry in XYZ format:
```
25
Properties=species:S:1:pos:R:3:mulliken_charge:R:1
C 0.58 -0.82 3.46 -0.916
C -0.91 -0.65 2.96 0.554
O -1.08 -1.21 1.79 -0.733
O -1.64 -0.21 3.78 -0.661
H 1.29 -0.65 2.66 0.231
H 0.71 -1.82 3.83 0.259
H 0.69 -0.07 4.21 0.307
C -1.47 1.11 -0.62 -0.357
C -0.94 2.04 0.40 -1.039
C -0.37 0.46 -1.45 0.349
C 0.41 -0.41 -0.63 -0.060
C -0.19 0.19 -2.82 -0.591
C 1.50 -1.04 -1.21 -0.459
C 0.85 -0.52 -3.36 -0.177
C 1.83 -1.07 -2.58 -0.571
H -2.06 0.28 -0.17 0.241
H -2.14 1.65 -1.40 0.317
H -1.64 2.25 1.30 0.244
H 0.20 -0.79 0.35 0.485
H -0.85 0.82 -3.53 0.178
H 2.13 -1.46 -0.40 0.260
H 0.87 -0.80 -4.45 0.247
H 2.71 -1.69 -2.95 0.263
H -0.57 2.87 -0.10 0.480
H 0.08 1.54 0.93 0.150
```



[8]
C4H12 | wB97M-V/def2-TZVPD

Summary:
- Lowest unoccupied orbital energy: 1.07 eV
- Calculated total energy: -4340.3954 eV
- Spin multiplicity: 1
- ΔE to the lowest compared entry with this formula, charge and spin: 205.8 kJ/mol

The geometry in XYZ format:
```
16
Properties=species:S:1:pos:R:3:mulliken_charge:R:1
C 1.72 1.32 -1.19 -0.686
C 0.27 0.91 -1.69 -0.943
H 2.14 0.42 -0.51 0.164
H 2.59 1.80 -1.83 0.295
H 1.71 2.17 -0.44 0.262
H 0.22 1.39 -2.69 0.279
H -0.51 0.92 -1.03 0.375
H 0.35 -0.16 -1.80 0.298
C -1.21 -1.38 2.13 -1.062
C -1.00 -0.81 0.65 -0.771
H -0.64 -2.27 2.29 0.317
H -0.70 -0.63 2.91 0.243
H -2.15 -1.70 2.23 0.377
H -0.96 -1.63 0.01 0.328
H -0.05 -0.15 0.50 0.135
H -1.78 -0.20 0.49 0.388
```



Q: The highest spin multiplicity belongs to which entry?
A: C2H3N2P



Q: Which formula does entry 5 have?
A: C34H35F4N8NaO4S